This record from OMol25 describes a structure of composition C2H3Br2N3. The level of theory is ωB97M-V/def2-TZVPD.

Calculated values
LUMO energy	-0.075	eV
HOMO-LUMO gap	0.3467	Ha
energy relative to the best compared isomer or geometry (same formula, charge and spin)	89.5	kcal per mole
total charge	0
highest occupied orbital energy	-9.5	eV

Last column: Löwdin charge in e.
Positions of all 10 atoms, in Å:
C1 -0.7161 0.4732 0.5194  -0.759
C2 0.3474 0.6498 -0.4854  -0.705
N1 -0.7637 -0.9697 0.9626  -0.035
N2 0.0357 -1.6895 0.4093  -0.136
N3 0.7975 -1.2621 -0.5069  0.030
Br1 -2.4824 0.8862 -0.3377  0.616
Br2 1.9356 1.5545 -0.0397  0.708
H1 -0.8874 1.1302 1.4758  0.113
H2 -0.0244 0.7786 -1.5718  0.083
H3 1.7577 -1.5512 -0.4256  0.086


This record from OMol25 describes a structure of composition C2H3Br2O2P. The level of theory is ωB97M-V/def2-TZVPD.

Calculated values
LUMO energy (spin up / spin down)	0.301 / -4.318	eV
HOMO-LUMO gap (spin up / spin down)	0.1967 / 0.2037	Ha
energy relative to the best compared isomer or geometry (same formula, charge and spin)	34.8	kcal per mole
total charge	0
2S+1	3
highest occupied orbital energy (spin up / spin down)	-5.1 / -9.9	eV

Last column: Löwdin charge in e.
Positions of all 10 atoms, in Å:
C1 0.0676 0.2734 -0.0529  -0.658
C2 -1.6326 0.1108 -0.6426  -1.078
O1 0.6180 1.3105 -0.2093  0.076
O2 0.4975 -0.8316 0.4543  -0.403
P1 2.1551 -0.9350 0.9305  0.931
Br1 -2.2877 -1.6409 -0.2134  0.592
Br2 -2.6568 1.5175 0.1596  0.686
H1 -1.6009 0.2426 -1.7223  0.023
H2 2.6487 -0.3700 -0.2612  -0.082
H3 2.1912 0.3227 1.5573  -0.086


This record from OMol25 describes a cluster of 2 separate species, C2H3Br2OP in total. The level of theory is ωB97M-V/def2-TZVPD.

Calculated values
LUMO energy (spin up / spin down)	-2.183 / -2.071	eV
HOMO-LUMO gap (spin up / spin down)	0.2904 / 0.2951	Ha
energy relative to the best compared isomer or geometry (same formula, charge and spin)	147.8	kcal per mole
total charge	0
highest occupied orbital energy (spin up / spin down)	-10.1 / -10.1	eV

Last column: Löwdin charge in e.
Positions of all 9 atoms, in Å:
C1 1.4831 0.3467 -0.1003  -0.021
C2 0.4491 -0.2756 -0.6187  -0.512
O1 -0.5478 -0.4347 2.7504  -0.422
P1 -1.0633 -0.1664 0.2451  0.167
Br1 -2.1461 1.6718 -0.1909  0.316
Br2 -2.2223 -1.7218 -0.8949  0.285
H1 2.5196 0.4894 -0.4416  0.089
H2 1.2167 0.6535 0.9113  0.043
H3 0.3111 -0.5628 -1.6604  0.053


This record from OMol25 describes an isolated molecule of C2H3BrCl2. The level of theory is ωB97M-V/def2-TZVPD.

Calculated values
LUMO energy	0.100	eV
SMILES	CC(Cl)(Cl)Br
HOMO-LUMO gap	0.3908	Ha
energy relative to the best compared isomer or geometry (same formula, charge and spin)	10.9	kcal per mole
total charge	0
highest occupied orbital energy	-10.5	eV

Last column: Löwdin charge in e.
Positions of all 8 atoms, in Å:
C1 0.7997 -0.2336 -0.1477  -0.295
C2 -0.5512 0.0814 0.2986  -1.545
Cl1 -0.9050 0.9196 1.8177  0.571
Cl2 -0.9924 1.4170 -1.1558  0.354
Br1 -1.6869 -1.3447 -0.0087  0.734
H1 0.7789 -0.5191 -1.1715  0.063
H2 1.2982 0.6362 -0.1340  0.026
H3 1.2588 -0.9568 0.5014  0.092


This record from OMol25 describes an isolated molecule of C2H3BrCl2. The level of theory is ωB97M-V/def2-TZVPD.

Calculated values
LUMO energy	-0.107	eV
SMILES	CC(Cl)(Cl)Br
HOMO-LUMO gap	0.3806	Ha
energy relative to the best compared isomer or geometry (same formula, charge and spin)	5.8	kcal per mole
total charge	0
highest occupied orbital energy	-10.5	eV

Last column: Löwdin charge in e.
Positions of all 8 atoms, in Å:
C1 0.8868 -0.1854 -0.0824  -0.224
C2 -0.5990 0.2100 -0.0549  -1.510
Cl1 -1.0001 1.2105 1.4100  0.488
Cl2 -1.0492 1.1937 -1.4793  0.509
Br1 -2.0409 -1.2977 0.0139  0.492
H1 1.5345 0.6310 0.1911  0.069
H2 1.0569 -0.8222 0.8269  0.083
H3 1.2110 -0.9399 -0.8254  0.093


This record from OMol25 describes a cluster of 2 separate species, C2H3BrClF in total. The level of theory is ωB97M-V/def2-TZVPD.

Calculated values
LUMO energy	0.483	eV
SMILES	F/C=C/Br.Cl
HOMO-LUMO gap	0.3729	Ha
energy relative to the best compared isomer or geometry (same formula, charge and spin)	27.1	kcal per mole
total charge	0
highest occupied orbital energy	-9.7	eV

Last column: Löwdin charge in e.
Positions of all 8 atoms, in Å:
F1 0.1755 -1.7072 1.8480  -0.020
C1 1.0413 -0.8696 1.2054  -0.265
C2 0.6152 -0.3683 0.0631  -0.501
Br1 1.8998 0.7733 -0.9097  0.568
H1 2.1338 -0.7847 1.6282  0.147
H2 -0.3598 -0.3434 -0.4410  0.029
Cl1 -2.0994 1.8421 -1.6039  0.202
H3 -3.4064 1.4577 -1.7901  -0.160


This record from OMol25 describes an isolated molecule of C2H3BrClN. The level of theory is ωB97M-V/def2-TZVPD.

Calculated values
LUMO energy	0.594	eV
SMILES	Cl[C@@]1(Br)CN1
HOMO-LUMO gap	0.3633	Ha
energy relative to the best compared isomer or geometry (same formula, charge and spin)	22.5	kcal per mole
total charge	0
highest occupied orbital energy	-9.3	eV

Last column: Löwdin charge in e.
Positions of all 8 atoms, in Å:
Cl1 -0.2669 -2.0945 -0.8651  0.576
C1 0.0619 -0.3808 -0.6903  -1.241
Br1 -0.5746 0.6896 -2.1885  0.622
C2 -0.3014 0.2184 0.8666  -0.145
N1 0.9844 0.0463 0.2407  -0.089
H1 -0.8881 1.1851 1.0097  0.110
H2 -0.6507 -0.4389 1.6105  0.058
H3 1.6354 0.7748 0.0163  0.110


This record from OMol25 describes a cluster of 2 separate species, C2H3BrClNO2 in total. The level of theory is ωB97M-V/def2-TZVPD.

Calculated values
LUMO energy (spin up / spin down)	-1.728 / -1.271	eV
HOMO-LUMO gap (spin up / spin down)	0.2626 / 0.2902	Ha
energy relative to the best compared isomer or geometry (same formula, charge and spin)	76.6	kcal per mole
total charge	0
highest occupied orbital energy (spin up / spin down)	-8.9 / -9.2	eV

Last column: Löwdin charge in e.
Positions of all 10 atoms, in Å:
C1 1.0372 0.1869 -0.2504  -0.460
C2 -0.8990 -1.4748 0.0568  -0.556
N1 -0.1116 -2.1526 0.9500  -0.557
O1 -0.2561 -1.8877 2.1397  0.019
O2 0.7646 -2.8941 0.4952  -0.137
Cl1 -1.0711 -2.0236 -1.5392  0.695
Br1 2.3857 -1.0400 -0.3582  0.877
H1 0.6653 0.5792 -1.1765  0.006
H2 0.9706 0.7476 0.6662  0.019
H3 -1.6388 -0.7949 0.4544  0.093


This record from OMol25 describes a cluster of 2 separate species, C2H3BrClNO2S in total. The level of theory is ωB97M-V/def2-TZVPD.

Calculated values
LUMO energy (spin up / spin down)	-2.294 / -2.313	eV
HOMO-LUMO gap (spin up / spin down)	0.2559 / 0.2542	Ha
energy relative to the best compared isomer or geometry (same formula, charge and spin)	44.7	kcal per mole
total charge	0
highest occupied orbital energy (spin up / spin down)	-9.3 / -9.2	eV

Last column: Löwdin charge in e.
Positions of all 11 atoms, in Å:
C1 -0.1473 -1.0974 -0.6800  -0.154
C2 0.5092 0.1870 -0.4846  -0.810
N1 -0.3641 1.3067 -0.1693  -0.514
O1 -1.4480 1.0182 0.2871  -0.019
O2 0.0773 2.3821 -0.4671  0.005
S1 1.0854 -0.0187 2.0398  0.205
Cl1 -0.7546 -0.2766 2.6889  0.115
Br1 2.0724 0.7274 -1.3345  0.873
H1 -0.2345 -1.6714 0.3380  0.078
H2 0.4746 -1.7132 -1.3839  0.095
H3 -1.2704 -0.8440 -0.8344  0.126


This record from OMol25 describes a cluster of 2 separate species, C2H3BrF2S in total. The level of theory is ωB97M-V/def2-TZVPD.

Calculated values
LUMO energy (spin up / spin down)	0.245 / -1.158	eV
HOMO-LUMO gap (spin up / spin down)	0.3612 / 0.2249	Ha
energy relative to the best compared isomer or geometry (same formula, charge and spin)	78.9	kcal per mole
total charge	0
highest occupied orbital energy (spin up / spin down)	-9.6 / -7.3	eV

Last column: Löwdin charge in e.
Positions of all 9 atoms, in Å:
C1 -1.4393 -0.6074 -0.6782  -0.573
C2 1.2941 0.0462 1.0381  -0.772
F1 0.8196 0.0984 2.2934  -0.034
F2 2.4946 -0.5696 1.0658  -0.006
S1 -1.3973 0.8616 -1.3940  0.671
Br1 1.3822 1.8148 0.4839  0.771
H1 -0.7480 -1.5140 -0.9227  0.050
H2 -2.2051 -0.8011 0.0999  0.007
H3 -0.2009 0.6711 -1.9862  -0.114


This record from OMol25 describes an isolated molecule of C2H3BrFN. The level of theory is ωB97M-V/def2-TZVPD.

Calculated values
LUMO energy	0.275	eV
SMILES	F/N=C/CBr
HOMO-LUMO gap	0.4058	Ha
energy relative to the best compared isomer or geometry (same formula, charge and spin)	37.0	kcal per mole
total charge	0
highest occupied orbital energy	-10.8	eV

Last column: Löwdin charge in e.
Positions of all 8 atoms, in Å:
F1 2.1692 1.6616 0.1547  -0.112
N1 1.3529 0.8419 -0.6510  0.043
C1 0.4903 0.2228 0.0710  -0.208
C2 -0.8111 -0.7394 -0.2325  -0.555
Br1 -2.3194 0.4236 -0.0440  0.662
H1 0.5902 0.0559 1.1822  0.119
H2 -0.8258 -1.3112 0.6666  0.030
H3 -0.6464 -1.1553 -1.1471  0.021


This record from OMol25 describes a structure of composition C2H3BrN2. The level of theory is ωB97M-V/def2-TZVPD.

Calculated values
LUMO energy	0.941	eV
HOMO-LUMO gap	0.3397	Ha
energy relative to the best compared isomer or geometry (same formula, charge and spin)	35.5	kcal per mole
total charge	0
highest occupied orbital energy	-8.3	eV

Last column: Löwdin charge in e.
Positions of all 8 atoms, in Å:
C1 0.0221 -0.1089 0.8508  -0.276
C2 -0.8705 0.2153 -0.0173  -0.718
N1 0.9352 -0.5747 0.0227  -0.055
N2 0.1404 -0.2448 -1.1692  0.034
Br1 -2.6299 0.8658 0.0766  0.683
H1 -0.0031 -0.2136 1.9260  0.119
H2 1.9107 -0.4395 0.0956  0.114
H3 0.4951 0.5004 -1.7851  0.099


This record from OMol25 describes an isolated molecule of C2H3BrN2O2. The level of theory is ωB97M-V/def2-TZVPD.

Calculated values
LUMO energy (spin up / spin down)	-0.141 / -0.126	eV
HOMO-LUMO gap (spin up / spin down)	0.3130 / 0.2992	Ha
energy relative to the best compared isomer or geometry (same formula, charge and spin)	109.1	kcal per mole
total charge	0
highest occupied orbital energy (spin up / spin down)	-8.7 / -8.3	eV

Last column: Löwdin charge in e.
Positions of all 10 atoms, in Å:
C1 0.9447 0.0425 -0.5190  -0.219
C2 1.3596 -0.0667 0.7115  -0.652
N1 -0.4239 -0.1177 -0.8757  0.024
N2 -0.6649 -0.1277 1.5789  -0.254
O1 -1.2440 0.7339 2.3003  -0.064
O2 -1.2744 -0.4186 0.3130  -0.105
Br1 2.5647 -0.3901 1.9549  0.827
H1 1.4289 0.2098 -1.4308  0.098
H2 -1.0108 0.5788 -1.3410  0.131
H3 -0.3652 -1.1389 2.0885  0.215


This record from OMol25 describes a cluster of 2 separate species, C2H3BrN2S in total. The level of theory is ωB97M-V/def2-TZVPD.

Calculated values
LUMO energy	-0.622	eV
HOMO-LUMO gap	0.3069	Ha
energy relative to the best compared isomer or geometry (same formula, charge and spin)	54.7	kcal per mole
total charge	0
highest occupied orbital energy	-9.0	eV

Last column: Löwdin charge in e.
Positions of all 9 atoms, in Å:
C1 2.0769 0.3742 0.0092  -0.061
C2 -2.0045 -0.6292 -0.4826  -1.227
N1 1.1824 0.5357 0.8731  -0.228
N2 0.3400 0.6602 1.6166  0.212
S1 -2.4873 -2.1145 -0.1259  0.618
Br1 -3.1106 0.9081 -0.5029  0.603
H1 2.3427 1.1923 -0.6328  0.062
H2 2.6470 -0.5357 0.0052  0.063
H3 -0.9866 -0.3911 -0.7598  -0.042


This record from OMol25 describes a cluster of 2 separate species, C2H3BrN2S in total. The level of theory is ωB97M-V/def2-TZVPD.

Calculated values
LUMO energy	0.816	eV
HOMO-LUMO gap	0.3539	Ha
energy relative to the best compared isomer or geometry (same formula, charge and spin)	36.9	kcal per mole
total charge	0
highest occupied orbital energy	-8.8	eV

Last column: Löwdin charge in e.
Positions of all 9 atoms, in Å:
C1 -0.3148 1.8267 2.1083  -0.910
C2 0.2194 -0.6848 -1.3465  -0.620
N1 0.7473 1.5698 2.5931  0.126
N2 -0.3921 -1.4239 -2.2236  -0.078
S1 -1.8011 1.9899 1.6990  0.692
Br1 1.1679 -1.7204 -0.0634  0.532
H1 -0.9256 -0.9497 -2.9407  0.091
H2 1.6985 1.8338 2.4431  0.081
H3 -0.3995 -2.4413 -2.2693  0.085


This record from OMol25 describes an isolated molecule of C2H3BrO. The level of theory is ωB97M-V/def2-TZVPD.

Calculated values
LUMO energy	-0.930	eV
SMILES	C=COBr
HOMO-LUMO gap	0.3201	Ha
energy relative to the best compared isomer or geometry (same formula, charge and spin)	66.6	kcal per mole
total charge	0
highest occupied orbital energy	-9.6	eV

Last column: Löwdin charge in e.
Positions of all 7 atoms, in Å:
C1 1.1998 0.1875 -0.1092  0.005
C2 -0.0582 -0.1373 0.1529  -0.245
O1 -1.2937 0.7286 0.0648  -0.655
Br1 -2.9449 -0.1842 0.0471  0.696
H1 1.9987 -0.5571 -0.1308  0.066
H2 1.5637 1.1657 -0.2765  0.046
H3 -0.4653 -1.2033 0.2517  0.087


This record from OMol25 describes an isolated molecule of C2H3BrO2. The level of theory is ωB97M-V/def2-TZVPD.

Calculated values
LUMO energy	-0.832	eV
HOMO-LUMO gap	0.3076	Ha
energy relative to the best compared isomer or geometry (same formula, charge and spin)	149.4	kcal per mole
total charge	0
highest occupied orbital energy	-9.2	eV

Last column: Löwdin charge in e.
Positions of all 8 atoms, in Å:
C1 0.6296 -0.0774 -0.0253  -0.710
C2 -0.7810 -0.5120 0.0351  -0.058
O1 0.3612 2.6269 0.0451  -0.174
O2 1.0001 1.2455 0.0206  -0.213
Br1 2.0103 -1.2746 0.0151  0.912
H1 -1.3919 0.2941 0.2949  0.082
H2 -0.6531 -1.5023 0.4950  0.086
H3 -1.1753 -0.8001 -0.8804  0.075


This record from OMol25 describes an isolated molecule of C2H3BrOS. The level of theory is ωB97M-V/def2-TZVPD.

Calculated values
LUMO energy	-0.689	eV
SMILES	COC(=S)Br
HOMO-LUMO gap	0.2859	Ha
energy relative to the best compared isomer or geometry (same formula, charge and spin)	59.3	kcal per mole
total charge	0
highest occupied orbital energy	-8.5	eV

Last column: Löwdin charge in e.
Positions of all 8 atoms, in Å:
C1 -0.1641 -0.1311 0.1549  -0.090
O1 -1.2842 -0.9318 -0.0868  -0.178
C2 -2.4974 -0.5614 0.0974  -1.067
S1 -4.0095 -1.8470 -0.0692  0.312
Br1 -2.8840 1.2608 -0.0076  0.779
H1 0.2410 -0.4720 1.0029  0.059
H2 -0.3082 0.9733 0.2742  0.065
H3 0.4675 -0.1550 -0.7546  0.121


This record from OMol25 describes an isolated molecule of C2H3BrS2. The level of theory is ωB97M-V/def2-TZVPD.

Calculated values
LUMO energy (spin up / spin down)	0.694 / -2.970	eV
HOMO-LUMO gap (spin up / spin down)	0.2722 / 0.2435	Ha
energy relative to the best compared isomer or geometry (same formula, charge and spin)	0.0	kcal per mole
total charge	0
2S+1	3
highest occupied orbital energy (spin up / spin down)	-6.7 / -9.6	eV

Last column: Löwdin charge in e.
Positions of all 8 atoms, in Å:
C1 0.3294 -0.2781 -0.6498  -1.354
C2 -0.7774 -0.6106 0.3062  -0.711
S1 1.3180 -1.4561 -1.0436  0.819
S2 0.3651 1.3831 -1.1449  0.739
Br1 -2.5524 -0.0872 -0.3319  0.606
H1 -0.6895 -0.1681 1.2284  0.027
H2 -0.6544 -1.6130 0.4469  0.003
H3 1.4585 1.1390 -1.8949  -0.128


This record from OMol25 describes a structure of composition C2H3CdO3. The level of theory is ωB97M-V/def2-TZVPD.

Calculated values
LUMO energy	-7.148	eV
HOMO-LUMO gap	0.2772	Ha
energy relative to the best compared isomer or geometry (same formula, charge and spin)	0.0	kcal per mole
total charge	+1
highest occupied orbital energy	-14.7	eV

Last column: Löwdin charge in e.
Positions of all 9 atoms, in Å:
H1 2.8184 1.2462 0.1463  0.011
O1 -0.1430 -1.7593 -0.0334  -0.033
C1 -1.3093 -1.5027 0.1720  -0.081
C2 -1.7276 -0.0280 0.0079  -0.092
O2 -0.8486 0.7578 -0.2878  -0.011
O3 1.7967 1.3045 0.1368  -0.536
Cd1 1.0759 -0.1836 -0.6653  1.428
H2 -2.0704 -2.2784 0.3452  0.159
H3 -2.7860 0.2681 0.0442  0.155